Entry w
ORCA calculation (ωB97M-V/def2-TZVPD) on a structure of composition C36H57BBeN2S3.

Cartesian coordinates (Å):
Be1 0.375 -1.268 0.180
C1 1.111 -4.072 3.222
C2 0.858 -2.663 3.745
S1 0.630 -1.289 2.575
C3 2.219 -0.444 2.563
C4 3.328 -1.097 1.757
S2 2.742 -1.615 0.115
C5 3.316 -3.332 0.016
C6 2.521 -4.394 0.760
S3 2.765 -4.420 2.563
H1 0.369 -4.357 2.478
H2 1.000 -4.756 4.065
H3 1.647 -2.352 4.430
H4 -0.079 -2.672 4.307
H5 2.535 -0.264 3.592
H6 1.972 0.517 2.121
H7 3.727 -1.975 2.259
H8 4.132 -0.375 1.610
H9 4.365 -3.325 0.312
H10 3.280 -3.552 -1.053
H11 2.819 -5.375 0.388
H12 1.464 -4.268 0.567
C7 -2.306 -4.381 -0.746
C8 -1.819 -2.932 -0.711
C9 -1.948 -2.322 -2.096
C10 -0.373 -2.839 -0.198
H13 -3.344 -4.454 -1.081
H14 -2.237 -4.848 0.241
H15 -1.689 -4.965 -1.435
H16 -2.477 -2.381 -0.026
H17 -1.269 -2.823 -2.794
H18 -1.681 -1.270 -2.080
H19 -2.961 -2.424 -2.489
H20 0.232 -3.415 -0.922
H21 -0.346 -3.449 0.715
C11 -3.414 1.977 1.626
C12 -2.301 0.937 1.775
C13 -2.836 -0.343 2.420
C14 -1.139 1.550 2.538
C15 -1.267 1.748 3.908
C16 -0.285 2.397 4.634
C17 0.835 2.890 3.985
C18 1.006 2.720 2.617
C19 2.199 3.373 1.931
C20 1.975 4.887 1.823
C21 3.535 3.132 2.641
C22 0.027 2.007 1.900
N1 0.168 1.824 0.490
B1 0.132 0.609 -0.348
N2 0.010 1.206 -1.686
C23 0.027 2.599 -1.594
C24 0.090 2.968 -0.311
C25 -0.403 0.704 -2.967
C26 0.492 0.086 -3.841
C27 0.024 -0.314 -5.094
C28 -1.283 -0.108 -5.487
C29 -2.158 0.516 -4.614
C30 -1.745 0.928 -3.355
C31 -2.776 1.610 -2.463
C32 -4.055 0.781 -2.306
C33 -3.142 2.994 -3.010
C34 1.943 -0.265 -3.537
C35 2.721 0.723 -2.670
C36 2.002 -1.696 -2.993
H22 -4.251 1.564 1.062
H23 -3.051 2.864 1.101
H24 -3.785 2.292 2.605
H25 -1.955 0.674 0.777
H26 -3.272 -0.151 3.402
H27 -2.043 -1.083 2.536
H28 -3.616 -0.778 1.792
H29 -2.158 1.400 4.415
H30 -0.400 2.539 5.701
H31 1.579 3.434 4.554
H32 2.273 2.962 0.922
H33 1.913 5.328 2.820
H34 1.053 5.131 1.298
H35 2.804 5.360 1.292
H36 3.540 3.564 3.643
H37 4.339 3.609 2.078
H38 3.774 2.074 2.733
H39 -0.024 3.218 -2.474
H40 0.072 3.960 0.105
H41 0.717 -0.797 -5.773
H42 -1.617 -0.426 -6.466
H43 -3.183 0.688 -4.920
H44 -2.345 1.742 -1.471
H45 -4.584 0.680 -3.256
H46 -4.730 1.277 -1.607
H47 -3.843 -0.217 -1.928
H48 -3.559 2.911 -4.016
H49 -2.278 3.656 -3.057
H50 -3.893 3.465 -2.371
H51 2.443 -0.274 -4.509
H52 2.353 0.762 -1.647
H53 2.669 1.730 -3.088
H54 3.771 0.422 -2.639
H55 1.429 -1.773 -2.068
H56 3.035 -2.000 -2.802
H57 1.560 -2.392 -3.707

Calculated values
E_HOMO ... -7.4 eV
Spin multiplicity ... 1
Lowest unoccupied orbital energy ... 0.3561 eV


Entry x
ORCA calculation (ωB97M-V/def2-TZVPD) on a structure of composition C36H57BBeN2S3.

Cartesian coordinates (Å):
Be1 1.033 -0.993 0.846
C1 -0.297 -3.012 -3.214
C2 0.004 -4.119 -2.220
S1 0.335 -3.553 -0.518
C3 2.088 -3.975 -0.354
C4 3.037 -2.986 -1.012
S2 2.878 -1.281 -0.380
C5 2.449 -0.314 -1.862
C6 1.089 -0.629 -2.485
S3 1.119 -1.984 -3.713
H1 -1.086 -2.369 -2.833
H2 -0.647 -3.460 -4.147
H3 0.855 -4.716 -2.547
H4 -0.867 -4.773 -2.145
H5 2.236 -4.970 -0.774
H6 2.267 -4.031 0.718
H7 2.873 -2.938 -2.085
H8 4.068 -3.291 -0.825
H9 3.260 -0.411 -2.586
H10 2.449 0.711 -1.482
H11 0.726 0.255 -3.004
H12 0.366 -0.887 -1.714
C7 0.605 -3.502 4.263
C8 0.742 -2.079 3.712
C9 1.678 -1.321 4.643
C10 1.212 -2.135 2.231
H13 0.172 -3.500 5.268
H14 1.592 -3.971 4.327
H15 -0.020 -4.127 3.626
H16 -0.237 -1.591 3.763
H17 2.702 -1.691 4.532
H18 1.381 -1.459 5.687
H19 1.671 -0.263 4.434
H20 0.643 -2.993 1.827
H21 2.251 -2.506 2.264
C11 3.649 1.341 2.238
C12 2.720 2.554 2.356
C13 1.480 2.307 3.222
C14 2.484 3.098 0.964
C15 3.497 3.954 0.526
C16 3.460 4.576 -0.702
C17 2.375 4.346 -1.525
C18 1.355 3.485 -1.146
C19 0.206 3.301 -2.124
C20 0.702 2.944 -3.531
C21 -0.665 4.559 -2.195
C22 1.405 2.829 0.106
N1 0.266 2.008 0.434
B1 -0.017 0.562 0.363
N2 -1.480 0.557 0.279
C23 -1.971 1.854 0.439
C24 -0.944 2.705 0.535
C25 -2.364 -0.455 -0.203
C26 -2.773 -1.520 0.614
C27 -3.616 -2.487 0.076
C28 -4.077 -2.395 -1.228
C29 -3.712 -1.311 -2.006
C30 -2.851 -0.333 -1.515
C31 -2.527 0.875 -2.386
C32 -3.738 1.815 -2.441
C33 -2.095 0.532 -3.812
C34 -2.394 -1.552 2.078
C35 -2.506 -2.937 2.707
C36 -3.269 -0.559 2.856
H22 4.156 1.136 3.179
H23 4.411 1.523 1.478
H24 3.085 0.452 1.955
H25 3.295 3.334 2.863
H26 0.757 3.114 3.101
H27 1.771 2.277 4.274
H28 0.987 1.367 2.974
H29 4.328 4.149 1.195
H30 4.254 5.245 -1.009
H31 2.322 4.846 -2.484
H32 -0.422 2.486 -1.764
H33 1.175 3.802 -4.012
H34 -0.132 2.632 -4.164
H35 1.437 2.141 -3.506
H36 -0.094 5.401 -2.594
H37 -1.034 4.840 -1.208
H38 -1.526 4.390 -2.845
H39 -3.027 2.062 0.498
H40 -0.970 3.773 0.682
H41 -3.936 -3.319 0.689
H42 -4.738 -3.154 -1.628
H43 -4.108 -1.219 -3.010
H44 -1.704 1.411 -1.913
H45 -4.583 1.322 -2.929
H46 -3.495 2.717 -3.008
H47 -4.054 2.114 -1.442
H48 -2.883 0.016 -4.364
H49 -1.204 -0.091 -3.833
H50 -1.867 1.452 -4.356
H51 -1.360 -1.219 2.160
H52 -3.545 -3.271 2.753
H53 -2.134 -2.898 3.730
H54 -1.924 -3.676 2.152
H55 -4.326 -0.808 2.731
H56 -3.110 0.462 2.510
H57 -3.030 -0.602 3.922

Calculated values
E_HOMO ... -7.5 eV
Spin multiplicity ... 1
Lowest unoccupied orbital energy ... 0.3962 eV


Unit: hartree. Relative energies: entry w 0.0000; entry x 0.0069.